The following is a DFT calculation (the ωB97M-V functional and the def2-TZVPD basis) of C8H12BrN3O in the gas phase at a distorted geometry.

## Properties
**Maximum force**: 3.5 eV Å⁻¹
**Structure (SMILES)**: Cc1nn(C(=O)N(C)C)c(C)c1Br
**HOMO-LUMO gap**: 9.286 eV
**LUMO level**: 0.0250 Eh

The geometry in XYZ format:
```
25
Properties=species:S:1:pos:R:3:nbo_charge:R:1
C 2.4003 -0.0990 -0.0102 -0.209
C 1.6013 -1.0885 0.5995 0.107
C -1.3785 1.0818 0.7020 0.925
C 1.6114 0.9965 -0.2090 0.126
C 2.0416 -2.4531 0.9802 -0.637
C 1.8495 2.3356 -0.7963 -0.647
C -3.4945 0.0563 0.3958 -0.403
C -1.7219 -0.4565 -1.1889 -0.401
N 0.3860 -0.6180 0.7691 -0.308
N 0.3218 0.6454 0.3063 -0.300
N -2.1343 0.3162 -0.0398 -0.443
O -1.5329 1.8637 1.5663 -0.527
Br 4.2174 -0.2210 -0.5100 0.055
H 2.6122 -2.8938 0.1627 0.223
H 1.1828 -3.0761 1.2061 0.227
H 2.6892 -2.4081 1.8555 0.224
H 2.7904 2.7475 -0.4362 0.234
H 1.0385 3.0066 -0.5217 0.229
H 1.9034 2.2760 -1.8842 0.224
H -3.6082 -1.0104 0.6019 0.207
H -3.7101 0.6186 1.3006 0.235
H -4.1989 0.3426 -0.3875 0.204
H -1.6535 -1.5168 -0.9302 0.214
H -2.4615 -0.3235 -1.9819 0.200
H -0.7513 -0.1219 -1.5501 0.241
```